w | The following is a DFT calculation (wB97M-V/def2-TZVPD) of a 2-piece molecular cluster, C2H5NO2 overall.

Geometry (Å):
H 0.848 -0.294 1.126
H -0.849 -1.532 1.836
O -1.234 -0.104 -0.243
C -0.153 0.390 -0.658
O -0.126 1.081 -1.807
H 1.640 1.054 0.282
C 1.122 0.145 0.110
N -1.761 -1.254 1.710
H -1.122 1.124 -1.928
H 1.636 -0.610 -0.430

Calculated values
- HOMO level (spin up / spin down) (eV) = -9.8 / -9.9

=====

x | The following is a DFT calculation (wB97M-V/def2-TZVPD) of an isolated molecule of C2H5NO2.

Geometry (Å):
H -1.793 0.676 -0.914
O 0.602 1.469 -0.039
H 2.729 0.111 0.171
H 1.915 -1.426 0.025
H -2.355 -0.750 -0.015
C -1.628 0.051 -0.015
C 0.687 0.259 -0.028
H -1.667 0.629 0.923
O -0.363 -0.605 -0.043
N 1.874 -0.414 -0.066

Calculated values
- SMILES string = COC(N)=O
- HOMO level (eV) = -10.4

=====

y | The following is a DFT calculation (wB97M-V/def2-TZVPD) of an isolated molecule of C2H5NO2.

Geometry (Å):
O -1.194 0.971 -0.491
H -1.024 0.122 -0.919
O 0.458 -1.082 -1.138
H 0.771 -0.257 1.857
H 0.286 1.944 0.548
N 0.449 -0.079 0.925
C -0.385 1.071 0.626
H 1.512 -1.745 0.412
C 0.782 -1.008 0.024
H -0.974 1.317 1.516

Calculated values
- SMILES string = O=CNCO
- HOMO level (eV) = -9.8

=====

Which structure is most stable? x, by 81.8 kJ/mol over the runner-up.

=====

w | The following is a DFT calculation (wB97M-V/def2-TZVPD) of a 2-piece molecular cluster, C2H5NO2 overall.

Geometry (Å):
H 0.777 1.544 -0.041
O -1.012 0.157 1.040
H -0.292 -2.336 -2.047
H 1.968 1.402 1.130
H 0.521 -0.517 2.147
C -0.075 -1.241 -1.470
C 0.167 0.254 1.434
O -0.410 -0.133 -1.816
H 0.325 -1.501 -0.460
N 1.076 1.020 0.813

Calculated values
- SMILES string = NC=O.C=O
- HOMO level (eV) = -9.8

=====

x | The following is a DFT calculation (wB97M-V/def2-TZVPD) of an isolated molecule of C2H5NO2.

Geometry (Å):
C 1.658 0.272 -0.062
H -2.156 -0.674 -0.638
C -1.326 -0.667 -0.015
H 2.448 0.825 0.596
H -0.889 -1.660 0.135
H 0.407 1.985 0.154
N 0.362 0.886 -0.184
O -0.783 0.430 -0.638
H -1.754 -0.527 1.066
O 2.034 -0.870 -0.414

Calculated values
- SMILES string = CONC=O
- HOMO level (eV) = -9.5

=====

Which structure is most stable? w, by 219.1 kJ/mol over the runner-up.

=====

w | The following is a DFT calculation (wB97M-V/def2-TZVPD) of an isolated molecule of C2H5NO2.

Geometry (Å):
C 0.336 0.124 -0.334
H -0.357 -1.301 -1.967
O 0.589 1.718 1.331
H 1.319 1.656 0.616
H -0.198 -2.157 -0.143
N -0.162 0.703 0.832
O 1.359 0.569 -0.802
H -0.773 0.361 1.552
H -1.577 -0.608 -0.335
C -0.536 -1.065 -0.750

Calculated values
- SMILES string = CC(=O)NO
- HOMO level (eV) = -9.1

=====

x | The following is a DFT calculation (wB97M-V/def2-TZVPD) of an isolated molecule of C2H5NO2.

Geometry (Å):
H 1.706 -0.220 -0.589
H -1.555 -0.592 -1.752
N 0.095 0.579 0.472
C 1.215 -0.335 0.376
O -1.171 -0.761 -0.887
C -1.051 0.468 -0.286
O -1.887 1.325 -0.382
H 0.897 -1.370 0.514
H -0.156 0.996 1.353
H 1.906 -0.090 1.180

Calculated values
- SMILES string = CNC(=O)O
- HOMO level (eV) = -9.9

=====

Which structure is most stable? x, by 301.5 kJ/mol over the runner-up.

=====

w | The following is a DFT calculation (wB97M-V/def2-TZVPD) of an isolated molecule of C2H5NO2.

Geometry (Å):
H 1.967 -0.291 0.122
C -1.282 -0.404 -0.701
H 0.838 -0.607 1.541
H -2.065 -1.049 -1.072
H -1.521 0.654 -0.303
O 0.712 1.237 0.467
H 0.564 1.252 -0.431
O -0.204 -0.372 -1.647
N -0.058 -1.016 -0.415
C 0.996 -0.143 0.604

Calculated values
- SMILES string = OCN1CO1
- HOMO level (eV) = -9.4

=====

x | The following is a DFT calculation (wB97M-V/def2-TZVPD) of an isolated molecule of C2H5NO2.

Geometry (Å):
O 0.199 1.634 0.081
H 2.244 1.044 0.029
H 0.938 -1.296 -0.226
H -1.967 0.326 -0.859
H -1.979 -0.158 1.016
C -1.436 -0.216 -0.022
O 2.285 0.025 -0.083
H -1.240 -1.373 -0.275
C -0.043 0.478 0.041
N 0.998 -0.465 0.298

Calculated values
- SMILES string = CC(=O)NO
- HOMO level (eV) = -9.6

=====

y | The following is a DFT calculation (wB97M-V/def2-TZVPD) of an isolated molecule of C2H5NO2.

Geometry (Å):
H 2.111 0.406 -0.945
O 0.239 0.752 -0.226
N -1.664 -0.191 -0.278
H 1.864 0.109 0.808
H -2.589 -0.558 -0.097
H -1.142 0.048 -1.130
H 1.251 -1.063 -0.410
O -0.738 0.240 1.834
C -0.776 0.241 0.633
C 1.435 0.001 -0.186

Calculated values
- SMILES string = COC(N)=O
- HOMO level (eV) = -10.5

=====

z | The following is a DFT calculation (wB97M-V/def2-TZVPD) of an isolated molecule of C2H5NO2.

Geometry (Å):
C 0.524 0.033 0.243
H -1.004 1.333 -0.295
H -2.067 -1.276 -0.832
H 1.936 0.681 1.615
H -0.817 -0.610 -1.617
C -0.963 0.366 0.003
O 1.071 -0.824 -0.402
N -1.602 -0.414 -0.988
O 1.070 0.823 1.095
H -1.329 0.381 1.030

Calculated values
- SMILES string = NCC(=O)O
- HOMO level (eV) = -9.4

=====

Which structure is most stable? y, by 16.5 kJ/mol over the runner-up.

=====

w | The following is a DFT calculation (wB97M-V/def2-TZVPD) of an isolated molecule of C2H5NO2.

Geometry (Å):
H 1.443 -0.828 0.945
C 1.136 0.142 0.532
O 0.090 -0.946 -1.213
C -1.342 0.410 -0.002
H -0.761 -1.139 -1.560
H 1.110 0.781 1.411
N -0.077 0.024 -0.257
H -1.296 1.192 0.787
O -2.297 -0.210 -0.526
H 1.993 0.574 -0.117

Calculated values
- SMILES string = CN(O)C=O
- HOMO level (eV) = -9.2

=====

x | The following is a DFT calculation (wB97M-V/def2-TZVPD) of an isolated molecule of C2H5NO2.

Geometry (Å):
C -1.406 0.715 -0.292
H 1.142 -0.414 -1.190
C 0.908 -0.169 -0.155
H -2.433 0.391 -0.524
H 1.251 0.848 0.029
H -0.871 -1.227 0.150
O 1.550 -1.065 0.704
O -1.111 1.890 -0.295
N -0.540 -0.289 -0.012
H 1.510 -0.680 1.586

Calculated values
- SMILES string = O=CNCO
- HOMO level (eV) = -9.9

=====

Which structure is most stable? x, by 171.6 kJ/mol over the runner-up.

=====

w | The following is a DFT calculation (wB97M-V/def2-TZVPD) of an isolated molecule of C5H11N.

Geometry (Å):
H -1.922 -1.630 -1.064
H 1.601 2.498 0.159
H -0.662 -0.921 -2.221
H -0.881 2.014 0.173
H -0.176 1.972 1.801
C -0.536 0.026 0.903
C -0.054 -0.883 -0.203
C -1.132 -0.933 -1.263
H -1.608 -0.264 1.071
H 1.824 0.873 0.012
H -0.119 -0.446 1.869
H 1.166 -1.928 -1.388
C -0.111 1.389 0.785
N 1.323 1.521 0.497
H -1.650 -0.045 -1.181
C 1.112 -1.562 -0.349
H 1.824 -1.681 0.399

Calculated values
- SMILES string = C=C(C)CCN
- HOMO level (eV) = -8.7

=====

x | The following is a DFT calculation (wB97M-V/def2-TZVPD) of an isolated molecule of C5H11N.

Geometry (Å):
C -1.094 1.317 -0.170
H -2.046 1.652 0.232
N 0.544 -0.534 -0.104
H 1.588 0.231 1.504
H -0.322 2.026 0.122
H -0.708 -0.051 1.450
C -1.810 -1.098 -0.072
H 3.766 0.300 0.405
C -0.752 -0.084 0.354
H 0.602 -0.667 -1.105
H -1.159 1.307 -1.256
H -1.548 -2.088 0.291
C 2.886 -0.006 -0.129
H 3.016 -0.292 -1.159
H -2.782 -0.822 0.329
C 1.700 -0.056 0.467
H -1.882 -1.135 -1.157

Calculated values
- SMILES string = C=CNC(C)C
- HOMO level (eV) = -7.9

=====

y | The following is a DFT calculation (wB97M-V/def2-TZVPD) of an isolated molecule of C5H11N.

Geometry (Å):
H 0.658 1.917 0.230
H 1.821 1.557 -1.063
H 0.326 -1.464 1.495
C 1.093 1.120 -0.387
C -0.604 -0.573 -0.238
C 0.216 -0.467 1.064
H 2.189 0.461 1.386
H -2.450 0.146 0.781
H -2.368 -1.564 0.438
H -0.328 -1.521 -0.713
C -2.084 -0.580 0.054
H -0.274 0.208 1.763
N -0.055 0.500 -1.081
H 2.096 -0.766 0.105
C 1.555 0.043 0.602
H -2.711 -0.447 -0.833
H 0.101 0.291 -2.059

Calculated values
- SMILES string = C[C@@H]1CCCN1
- HOMO level (eV) = -8.3

=====

Which structure is most stable? y, by 21.3 kJ/mol over the runner-up.